The following is a quantum chemistry calculation of a 14-piece molecular cluster, C22H72N12O22 overall, from OMol25.

The geometry in XYZ format:
```
128
Properties=species:S:1:pos:R:3:forces:R:3
H -2.428 2.113 -1.958 0.243 -1.466 -0.041
H 0.491 1.642 -1.539 -0.239 0.444 -0.538
H -4.960 0.314 -3.272 -0.400 0.018 -0.648
H -3.263 2.148 2.032 -0.205 0.271 -0.421
H 4.328 5.456 -2.931 -0.054 0.114 -0.192
H 0.269 2.998 4.463 -0.698 0.461 -0.087
C -2.675 0.693 3.303 0.419 2.609 0.183
C -0.486 4.566 3.512 -0.186 0.633 0.301
H -3.623 4.364 -0.333 0.339 0.898 0.000
N -2.906 2.017 2.960 0.695 -1.082 1.625
C 2.432 0.528 4.485 0.289 0.420 0.480
H -2.302 2.141 0.223 -0.249 0.459 -0.299
O 1.424 1.462 4.031 -0.452 -2.641 1.312
H -1.825 -0.601 4.667 -0.357 1.582 -0.537
H -3.675 -4.184 1.189 -0.283 -0.206 0.186
H 2.410 -0.979 -2.421 -0.523 -0.405 -0.585
H -4.912 -1.468 -6.692 -0.169 -0.580 -0.108
H 5.938 0.793 1.937 -0.082 0.652 -0.581
C 2.520 4.058 -0.581 -0.960 1.436 0.989
O 0.267 -3.313 -3.553 0.479 0.263 1.143
N -0.077 -0.072 1.682 -0.453 0.249 -0.436
H 0.038 4.925 1.530 -0.070 -0.183 -0.297
N -2.062 0.404 4.484 -0.053 -1.652 0.099
C -3.481 -3.664 2.129 1.273 1.046 -0.749
H -2.724 0.040 -0.269 -0.571 -0.774 -0.184
O -1.353 -2.976 1.036 0.662 -0.453 -0.491
H 3.953 -4.120 0.245 0.624 -0.387 0.923
H 3.604 -0.949 -1.256 -0.084 -0.060 -0.043
H 0.954 -0.275 5.863 1.144 -0.071 -0.476
H -5.829 -1.372 -4.230 -0.764 -1.183 0.330
N 3.952 -4.101 1.291 -0.571 -0.521 -1.431
H -2.532 2.818 3.484 -0.186 -0.974 -0.234
C -0.720 -3.583 -2.860 0.095 -0.699 -1.695
C 3.615 -2.707 -2.109 -0.013 -0.627 -0.791
C 6.475 -0.941 0.811 -0.279 -0.557 -0.185
H -1.659 -2.885 3.106 -0.209 -0.209 -0.615
N -4.701 -2.463 -0.931 2.278 1.329 -1.525
H -1.036 0.817 -3.624 1.634 -0.574 -0.242
C -3.809 -1.401 -1.125 -1.459 -0.025 -1.028
H 2.646 -0.929 5.910 -0.753 -0.630 -0.447
O 1.213 -1.668 4.464 -0.419 0.660 0.653
O 0.782 2.308 -2.200 -0.223 -0.095 0.997
H 0.703 2.532 -4.226 0.490 -0.216 0.701
H 4.759 -3.589 1.666 -0.562 -0.162 -0.366
C 0.021 4.046 2.185 0.699 0.952 -0.335
O -2.992 -0.181 2.500 -0.277 -1.019 -0.135
H -1.408 1.054 4.862 0.229 0.606 0.231
H 3.009 1.024 5.313 -0.066 -0.163 -0.931
H 2.392 -3.434 -3.590 -1.590 0.146 -1.197
H 3.979 -1.274 1.900 -0.185 -0.564 0.249
H 2.883 3.040 -0.497 0.379 -0.054 -0.109
H -3.565 -1.117 -4.223 0.051 -0.145 -0.338
H 2.314 5.729 -1.987 -0.051 -0.941 0.268
H -3.805 -1.800 2.646 -0.026 0.242 0.055
C 0.976 1.772 -3.447 -0.673 -1.144 -2.779
O 4.238 -0.350 1.816 1.598 0.583 -0.559
O -3.578 -1.484 -5.130 0.537 0.073 -0.021
H -5.003 -2.722 -1.843 -0.957 -0.531 -0.125
H 3.780 -4.349 -3.141 0.630 -1.633 -0.246
O 4.428 -3.168 -1.299 0.873 0.450 0.712
C -2.508 3.158 -1.867 0.581 1.911 -1.298
O -2.876 3.706 -3.137 0.988 0.956 0.773
N 1.597 -4.147 1.271 -1.555 -0.195 -0.782
H 0.184 5.396 3.861 -0.395 -0.543 -0.232
H -3.606 -0.858 0.807 -0.918 -0.493 1.933
O -3.250 2.395 0.184 0.240 0.046 0.655
H 0.026 -3.964 -0.923 0.243 0.292 -0.741
O -0.408 1.448 0.038 -0.978 0.589 -0.337
O -4.271 -2.477 2.134 0.177 -0.686 -0.134
C -1.950 -3.467 2.194 -0.431 -0.457 1.151
C 2.825 4.743 -1.870 0.940 0.247 -1.701
O 6.253 -2.353 0.744 0.294 0.498 0.958
H -0.620 3.289 1.744 -0.038 -0.222 0.100
O 0.549 -0.594 -2.996 -0.672 1.884 -1.187
H -2.073 -2.941 -4.322 0.725 -0.261 0.108
H 0.660 -0.532 2.137 0.538 -1.025 1.139
C 5.692 -0.256 1.914 -0.849 0.080 0.539
C 0.313 0.669 0.643 0.667 -1.134 -0.743
H -1.599 -4.187 -1.116 0.276 0.073 -0.264
H 1.429 -5.015 0.766 1.300 0.215 0.284
H -1.531 3.552 -1.586 0.103 0.015 -0.221
O 2.911 4.860 0.566 -0.251 -0.424 -0.447
H -1.526 5.020 3.430 1.142 -0.594 -0.121
H -6.630 -0.303 -5.454 -0.998 -0.025 -0.156
H 2.583 4.021 -2.652 -0.911 0.293 -0.032
H 6.082 -0.522 -0.128 0.673 0.203 0.054
N 1.625 0.395 0.133 -0.858 0.719 2.360
O -3.560 -0.949 -2.260 -0.261 -0.901 -0.383
H -1.594 -2.068 0.877 -0.309 0.668 -0.168
H 3.133 0.150 3.674 -0.891 0.726 0.745
C -3.509 3.419 -0.814 -1.369 -2.753 0.442
H 0.146 0.372 -4.940 0.230 -0.222 0.276
H 1.866 -2.087 3.915 0.694 -0.524 -0.868
H -5.218 -2.618 -0.103 -0.336 -0.042 0.797
H 5.760 -2.511 -0.057 -0.589 -0.425 -0.730
H -1.522 -4.479 2.334 -0.216 0.384 0.050
H 2.002 4.228 2.028 -0.411 -0.517 -0.135
O -5.514 0.596 -4.033 0.618 -0.095 0.177
C -5.765 -0.536 -4.879 1.683 0.753 -0.536
O 4.238 4.976 -2.110 0.003 -0.198 1.324
H -3.669 -4.257 2.988 -0.734 -0.842 0.750
H 6.006 -0.526 2.914 0.066 -0.879 0.320
N 3.274 -1.393 -2.103 0.416 0.002 0.820
N -3.250 -0.830 -0.092 2.182 1.708 -0.105
H 1.843 2.150 3.579 1.012 1.855 -1.643
C -4.602 -0.849 -5.868 -0.789 1.220 1.476
H 1.416 4.045 -0.528 0.519 -0.357 -0.036
H 2.024 1.442 -3.630 -0.373 0.242 0.166
H 1.889 1.299 -0.246 0.588 -0.201 -0.162
C 1.813 -0.637 5.218 -0.895 0.421 1.228
H -4.332 0.125 -6.305 0.472 -0.156 0.130
H 2.226 0.185 0.961 0.021 0.099 -1.129
O -0.555 3.543 4.476 0.264 -0.667 0.474
H -3.442 3.092 -3.571 -0.781 -0.766 -0.531
O 2.777 -2.579 2.428 -0.831 -0.015 -0.065
C 2.756 -3.571 1.672 1.005 0.484 0.889
O 1.365 3.518 2.268 -0.454 0.499 0.321
N -0.704 -4.148 -1.599 -0.825 0.351 -0.046
C 0.066 0.564 -3.865 -0.208 -0.348 2.551
H -2.735 -3.391 -2.893 0.228 -0.286 -0.220
H 0.233 -1.472 -3.272 -0.042 0.294 -0.413
H -4.480 3.091 -1.237 0.192 0.600 0.248
N -1.935 -3.541 -3.509 -1.382 0.362 1.503
H -1.038 -0.146 2.018 0.517 0.293 -0.261
H 3.824 5.100 0.438 0.598 0.213 -0.040
H 0.722 -3.623 1.256 0.549 0.436 0.618
H 7.573 -0.824 0.956 -0.754 0.483 -0.218
N 3.190 -3.583 -3.061 0.253 2.171 1.338
```
Forces are in eV/Å.

Computed properties:
Energy relative to the best compared isomer or geometry (same formula, charge and spin) ... 7.6 kcal per mole
Total charge ... 0
Orbital gap ... 10.26 eV
E_LUMO ... 0.4385 eV